1.
20
Properties=species:S:1:pos:R:3:forces:R:3 method="wB97M-V/def2-TZVPD" lumo_energy_ev="0.78 / 0.78" total_charge=0 homo_energy_ev="-7.359 / -7.360" homo_lumo_gap_ev="8.134 / 8.135"
C 0.464231 -0.202730 -0.617981 0.107 -0.027 -0.051
C -0.569274 0.558380 -0.051460 -0.061 0.097 0.041
C 1.375860 -1.062422 0.178719 -0.016 0.013 0.009
C -0.860179 0.584278 1.404416 0.018 -0.012 -0.009
N -1.484497 -2.190511 0.234740 0.094 0.108 0.027
N 0.981997 2.421181 -1.461351 -0.092 -0.208 0.111
O -1.334777 -1.233801 -0.777446 0.415 0.380 0.247
O 1.100701 1.687081 -0.258550 -0.430 -0.478 -0.141
H 0.570966 -0.149253 -1.690363 -0.024 0.042 0.007
H -1.173609 1.135514 -0.734065 0.040 -0.005 -0.028
H -2.470104 -2.206169 0.492305 0.081 -0.012 -0.098
H -1.259713 -3.097544 -0.171177 -0.075 0.103 -0.013
H 1.918150 2.477597 -1.858345 -0.076 0.016 0.084
H 0.711059 3.366542 -1.196672 0.069 -0.090 0.004
H 0.787517 -1.826056 0.697105 -0.021 0.051 -0.037
H -1.680710 1.261638 1.635333 0.041 -0.029 -0.031
H 1.883061 -0.461445 0.934731 -0.038 0.008 -0.031
H 2.124607 -1.540733 -0.450572 -0.045 0.034 0.016
H -1.111936 -0.427230 1.738300 0.021 0.020 -0.060
H 0.026651 0.905682 1.952332 -0.009 -0.013 -0.047

=====

2.
20
Properties=species:S:1:pos:R:3:forces:R:3 method="wB97M-V/def2-TZVPD" lumo_energy_ev=0.63 smiles="CCC(=O)NCN.O" total_charge=0 homo_energy_ev=-9.352 homo_lumo_gap_ev=9.985
O 0.392253 -1.813230 0.917821 -0.359 -0.266 -1.380
C -0.283248 -1.104389 0.164258 1.643 0.732 2.417
N -0.739826 0.058165 0.761496 -2.855 -0.325 -3.915
C -1.864764 0.923296 0.394847 3.203 2.240 0.275
N -1.348531 2.326758 0.015347 0.614 -2.544 -1.041
C -0.319444 -1.266968 -1.325468 0.112 0.002 -1.561
C 1.146774 -1.037967 -1.916963 -2.340 2.394 -0.246
H -0.334225 0.369788 1.558168 1.717 0.142 3.132
H -2.337696 0.579797 -0.458734 -1.230 -1.024 -1.308
H -2.476880 1.044952 1.258279 -0.884 -0.067 0.338
H -1.245355 2.864047 0.845862 0.374 0.486 0.650
H -0.392020 2.112137 -0.391011 -1.490 0.839 0.730
H -0.867811 -0.434628 -1.838592 -0.478 -1.278 0.654
H -0.612464 -2.341190 -1.563107 -0.135 1.673 0.068
H 1.486465 -1.974751 -2.157309 1.843 -2.019 0.164
H 1.168982 -0.475268 -2.895891 -0.583 -0.465 0.986
H 1.627562 -0.385895 -1.202901 0.984 -0.486 0.120
H 2.196790 -0.566244 2.411955 -0.186 -0.793 -0.806
H 2.510031 0.939732 2.442690 0.147 0.120 -0.353
O 2.293409 0.181858 2.979252 -0.096 0.635 1.076

=====

3.
19
Properties=species:S:1:pos:R:3:forces:R:3 method="wB97M-V/def2-TZVPD" lumo_energy_ev=-3.05 smiles="N/C=C/C[NH2+]CP" total_charge=+1 homo_energy_ev=-11.987 homo_lumo_gap_ev=8.940
C -0.867205 0.728254 0.947823 0.189 -0.098 -0.161
C -0.508725 0.988789 -0.473186 -0.645 0.213 0.239
C -2.015081 0.145850 1.343759 0.325 -0.111 -0.269
C 1.198218 -0.710468 -1.415836 0.293 -0.614 -0.055
N -2.414894 -0.011356 2.616427 -0.073 -0.006 0.126
N 0.938719 0.603449 -0.762969 0.147 0.351 0.139
P 3.078964 -0.970311 -1.550692 -0.477 0.418 0.042
H 0.713178 -1.492714 -0.827490 0.004 0.223 -0.049
H -0.216844 1.179005 1.685399 0.056 0.122 0.200
H -1.157425 0.444092 -1.159031 0.135 0.021 -0.080
H -0.582407 2.058159 -0.698040 0.173 -0.130 -0.159
H -2.697764 -0.248304 0.602976 -0.095 -0.050 -0.080
H 0.756069 -0.697816 -2.414999 0.025 0.138 0.172
H -1.850361 0.327941 3.374378 -0.074 -0.005 0.071
H -3.291064 -0.446371 2.836187 0.027 0.017 0.012
H 1.372847 1.324281 -1.351198 -0.047 -0.095 0.245
H 1.420210 0.626799 0.147883 -0.052 0.031 -0.368
H 2.969501 -2.023276 -2.450429 -0.030 -0.280 -0.368
H 3.154065 -1.826003 -0.450962 0.119 -0.147 0.343

=====

Values for calculated total energy, a.u., ordered as above
-419.346015; -419.565321; -610.192322
Values for relative energy (zero: lowest compared OMol25 entry of this formula, charge and spin), kcal/mol, ordered as above
189.8; 52.2; 10.7